[1]
Density functional theory data (ωB97M-V/def2-TZVPD) for the molecule C3H8N2O2.

Atoms and positions in Å:
O 0.7278 -0.9860 -1.8264
C 0.3013 -0.4379 -0.8443
H 1.0331 1.0973 0.4352
H 3.1155 0.1224 -0.2113
H -2.6333 1.0514 -0.4171
H 0.6729 -0.3392 1.2218
H -1.0073 1.5948 0.1499
N 2.5017 -0.4552 0.3477
O -1.9714 0.4492 1.4290
H 2.5786 -1.3898 -0.0314
H -1.5172 -0.6140 -1.4894
C 1.1526 0.0142 0.3462
C -1.6967 0.7557 0.0496
H -2.1656 -0.4969 1.4542
N -1.0920 -0.3662 -0.6139

Force components x, y, z for each atom (eV/Å):
0.211 0.010 -0.221
-0.566 -0.311 1.214
0.576 0.068 -0.079
-0.074 0.021 -0.036
0.123 -0.030 -0.389
-0.731 -0.508 0.905
-0.185 0.181 -0.469
0.828 0.387 -0.130
0.017 -0.248 -0.390
-0.190 -0.029 -0.002
-0.522 -0.181 -0.193
-0.327 0.194 -0.941
0.229 -0.086 1.686
-0.073 0.125 0.083
0.683 0.406 -1.037

Properties
Energy above the lowest of the compared OMol25 structures with the same formula, charge and spin: 26.3 kcal per mole
Structure (SMILES): NCC(=O)NCO
Spin multiplicity: 1

---

[2]
Density functional theory data (ωB97M-V/def2-TZVPD) for a structure of composition C3H8N2O2.

Atoms and positions in Å:
H 1.4810 0.2080 -1.6667
H -0.5514 1.2337 1.6092
H 1.6858 -1.3352 1.2320
H -1.9590 -1.5501 -0.9891
N 1.7782 -1.0143 0.2720
N 1.3637 0.3484 0.2581
H -0.3559 1.9996 -0.0730
C -0.6490 1.1540 0.5346
O -2.4775 1.2262 0.2210
C -0.9928 -1.1945 -0.6614
H -0.0956 -1.8115 -0.7856
C -0.8317 -0.0718 -0.0496
H -2.9070 1.0176 1.0634
H 2.7684 -1.0754 0.0294
O 1.7429 0.8654 -0.9943

Force components x, y, z for each atom (eV/Å):
0.013 0.066 0.104
0.062 -0.019 -0.108
-0.058 0.062 -0.061
-0.032 0.021 -0.013
0.152 -0.027 -0.188
0.336 -0.454 -0.315
0.163 -0.153 0.056
-3.062 0.185 -0.186
0.689 0.749 0.544
0.151 0.038 0.258
-0.024 0.009 -0.063
1.731 -0.305 -0.237
0.113 0.026 -0.060
-0.093 0.254 0.049
-0.144 -0.453 0.220

Properties
Energy above the lowest of the compared OMol25 structures with the same formula, charge and spin: 210.7 kcal per mole
Spin multiplicity: 1

---

[3]
Density functional theory data (ωB97M-V/def2-TZVPD) for a structure of composition C3H8N2O2.

Atoms and positions in Å:
C 1.5766 0.4772 0.8584
N 0.3047 -1.1053 -0.9557
H 1.8844 1.5787 0.8678
H 1.2988 0.7953 -0.9861
H -1.4584 -1.5761 0.2085
O -1.8513 -0.9807 0.9193
O -1.1409 2.0296 -0.3846
C -0.7766 0.8039 -0.2108
H 1.1747 0.5940 2.1600
H -3.0504 0.6127 -0.3915
H 1.1009 -1.9222 -0.7737
N -1.8790 0.0695 0.0601
H 2.4813 -0.2543 0.8464
H -0.2838 -1.2311 -1.8072
C 0.6190 0.1090 -0.4108

Force components x, y, z for each atom (eV/Å):
-0.114 -0.697 4.035
2.681 -6.641 0.433
-0.250 -1.713 -1.085
-1.384 -0.469 -0.934
-0.295 -0.549 1.974
0.636 -1.948 -1.891
3.021 -2.915 -0.479
-2.401 5.215 -0.268
0.573 -1.358 -4.005
4.935 -2.084 2.381
-3.001 2.873 -1.110
-4.330 2.454 -1.969
-1.413 1.539 0.131
1.272 0.652 1.074
0.069 5.641 1.714

Properties
Energy above the lowest of the compared OMol25 structures with the same formula, charge and spin: 172.8 kcal per mole
Spin multiplicity: 1

---

[4]
Density functional theory data (ωB97M-V/def2-TZVPD) for the molecule C3H8N2O2.

Atoms and positions in Å:
O 1.4984 0.2153 0.4563
H -0.3442 1.1980 -1.5085
N -0.3266 -0.1279 1.7322
H -0.4244 2.0992 0.0414
N 2.1769 0.6073 -0.7064
H -1.3213 -0.2818 1.8182
H -0.0522 0.6955 2.2517
H -1.6819 0.9190 -0.4124
C 0.1030 -0.0628 0.3686
H 0.4419 -2.1646 0.1132
O 1.9157 0.1234 -1.7578
C -0.6211 1.1530 -0.4587
H 0.0336 -1.3285 -1.3987
C -0.1759 -1.3892 -0.3341
H -1.2220 -1.6558 -0.2050

Force components x, y, z for each atom (eV/Å):
0.072 0.266 -0.705
0.167 -0.016 0.038
0.331 -0.141 0.307
0.026 0.022 -0.004
1.504 -0.030 -0.827
0.020 0.024 -0.082
-0.097 0.070 -0.043
-0.152 0.153 0.032
-1.618 0.917 -1.922
-0.002 -0.073 0.030
-0.769 0.316 1.843
0.595 -1.586 1.079
-0.001 0.008 0.058
0.054 0.113 0.135
-0.130 -0.042 0.062

Properties
Energy above the lowest of the compared OMol25 structures with the same formula, charge and spin: 93.2 kcal per mole
Structure (SMILES): CC(C)(N)ON=O
Spin multiplicity: 1

---

[5]
Density functional theory data (ωB97M-V/def2-TZVPD) for the molecule C3H8N2O2.

Atoms and positions in Å:
H 1.5894 2.1949 0.8561
O -0.0202 -1.3192 1.4234
C -0.4449 -1.1360 0.3027
C 0.8469 1.8133 0.1023
H 0.8742 -1.2170 -1.4337
H -0.3831 0.0899 -1.5189
O -0.4658 1.8436 0.6262
N 1.3717 0.4892 -0.2465
H 0.8341 2.4435 -0.8113
H -0.6777 1.0524 1.0068
N -1.5872 -1.8865 0.0002
H -2.0657 -2.3134 0.7546
H 1.8287 0.1844 0.5897
H -2.0485 -1.8413 -0.9144
C 0.3480 -0.3977 -0.7372

Force components x, y, z for each atom (eV/Å):
-0.724 0.110 -0.750
0.699 1.113 0.766
-1.123 -2.776 0.572
0.979 0.230 -0.097
-1.136 1.363 1.670
1.499 -0.407 1.650
0.760 3.273 -1.772
-1.142 1.238 -0.102
-0.019 -0.176 0.647
-0.660 -3.151 1.948
0.779 1.678 -2.438
-0.182 -0.305 0.578
0.023 -1.079 0.207
0.320 0.061 0.839
-0.073 -1.172 -3.719

Properties
Energy above the lowest of the compared OMol25 structures with the same formula, charge and spin: 36.2 kcal per mole
Structure (SMILES): NC(=O)CNCO
Spin multiplicity: 1

---

[6]
Density functional theory data (ωB97M-V/def2-TZVPD) for a structure of composition C3H8N2O2.

Atoms and positions in Å:
C -0.6501 0.0896 0.6445
O 0.3648 -0.1216 1.4545
N -0.1429 -2.3194 -1.9369
H 1.0065 -0.9847 0.8750
C 0.3316 -1.9324 -0.8751
N 1.2456 -1.9113 0.0012
H 2.2029 -2.1048 -0.2496
H -1.0635 2.7177 1.0110
H -0.1290 3.1282 -0.4555
H 0.6821 2.3554 0.9277
H -1.6356 0.1020 1.1427
C -0.2439 2.4068 0.3508
H -0.7600 -1.7413 -2.4866
O -0.5341 1.1564 -0.2688
H -0.6745 -0.8406 -0.1350

Force components x, y, z for each atom (eV/Å):
-0.016 -0.973 -0.953
1.070 -0.726 -0.238
-0.449 0.129 0.675
-0.919 1.054 0.939
1.923 -0.494 -0.911
-1.146 0.022 0.140
-0.072 0.103 -0.304
0.053 -0.011 -0.050
-0.047 0.007 0.044
-0.065 -0.023 -0.010
0.139 -0.003 -0.075
-0.040 -0.185 -0.014
-0.042 0.051 -0.007
0.115 0.243 0.048
-0.506 0.806 0.718

Properties
Energy above the lowest of the compared OMol25 structures with the same formula, charge and spin: 92.2 kcal per mole
Spin multiplicity: 1

---

[7]
Density functional theory data (ωB97M-V/def2-TZVPD) for the molecule C3H8N2O2.

Atoms and positions in Å:
C 1.9782 -0.3033 0.0711
O -2.8680 0.3790 0.1185
N 2.3071 1.0478 0.1658
H -0.5323 0.9529 0.9454
O 2.8982 -1.1135 0.1084
H -0.3619 0.8536 -0.9162
H -1.8828 -1.3962 0.3712
C -0.4335 0.2571 0.0214
H -3.4898 -0.0161 0.7311
H 3.1966 1.1841 -0.3197
N 0.6675 -0.6619 0.1075
H -1.7987 -0.7384 -1.2791
H 1.5776 1.6829 -0.1317
H 0.5185 -1.6451 0.2161
C -1.7766 -0.4829 -0.2098

Force components x, y, z for each atom (eV/Å):
1.546 -0.317 0.988
0.394 0.375 -0.537
-0.471 -0.044 -0.926
0.202 -1.110 -1.480
-0.730 -0.168 -0.384
0.337 0.165 0.826
0.389 -0.200 0.093
-1.206 0.951 0.496
0.205 -0.288 -0.001
-0.428 0.162 0.464
0.057 0.435 -0.170
-0.287 -0.084 0.271
0.220 0.151 0.000
-0.104 -0.247 0.019
-0.124 0.218 0.341

Properties
Energy above the lowest of the compared OMol25 structures with the same formula, charge and spin: 19.2 kcal per mole
Structure (SMILES): NC(=O)NCCO
Spin multiplicity: 1

---

[8]
Density functional theory data (ωB97M-V/def2-TZVPD) for the molecule C3H8N2O2.

Atoms and positions in Å:
O 1.3192 -1.4100 1.6139
C 0.2088 -0.0819 -0.1339
C 0.0945 -0.8662 1.1915
H -0.6035 -1.6931 1.0124
N 1.2342 0.9647 -0.1055
O -2.2151 0.0187 -0.1909
H 1.0918 1.4085 0.8086
H -0.7340 2.0511 -1.8688
H 0.4302 -0.8956 -0.8349
H 2.1021 0.4899 0.1492
N -1.0663 1.1031 -1.8048
C -1.1546 0.4667 -0.5631
H -0.3756 -0.2259 1.9437
H -1.8963 0.8553 -2.3235
H 1.5646 -2.1853 1.1062

Force components x, y, z for each atom (eV/Å):
0.644 0.677 0.639
-0.143 -0.335 1.634
-1.127 -0.418 -0.883
-0.183 0.242 0.106
0.187 -0.421 0.955
0.235 0.072 0.640
-0.276 0.491 -0.364
0.266 -0.130 -0.127
0.170 0.661 -0.594
0.119 -0.091 -0.633
-0.357 -0.069 0.189
0.416 -1.296 -1.654
0.548 -0.147 0.337
-0.237 0.817 -0.075
-0.260 -0.053 -0.171

Properties
Energy above the lowest of the compared OMol25 structures with the same formula, charge and spin: 34.9 kcal per mole
Structure (SMILES): NC(=O)[C@@H](N)CO
Spin multiplicity: 1